1.
Computed, not measured: 22 unconnected molecules or ions with the total composition C12H58Cl2FN2O25, with wB97M-V/def2-TZVPD.

Last column: Löwdin charge in e.
Positions of all 100 atoms, in Å:
1 C -0.65957 3.54224 1.00136  -0.134
2 C -0.60268 2.39468 -0.15295  -0.153
3 C 0.74407 2.40693 -1.11270  -0.179
4 F 1.55293 3.67865 -0.98518  -0.089
5 N 1.51071 1.15614 -1.20664  -0.126
6 N 0.62583 0.22789 -1.80431  0.074
7 C 0.95723 0.01128 -3.11783  0.045
8 O 1.31130 0.24619 -4.41259  -0.013
9 C 2.27570 0.59336 -0.09785  -0.283
10 C 3.87129 0.81499 -0.42761  -0.090
11 C 4.18393 1.10352 -2.04599  -0.349
12 C 5.83353 0.85093 -2.17688  -0.087
13 O 3.97272 2.50412 -2.43937  -0.120
14 C 2.20618 1.31085 1.40131  -0.377
15 O 2.32630 2.62803 1.64063  -0.135
16 O 2.23411 0.53206 2.68849  -0.295
17 C 1.72720 -0.92581 0.11100  -0.403
18 Cl 0.12848 -1.23092 1.09780  0.617
19 C 2.25684 -2.20150 -0.43105  -0.576
20 C 1.54336 -3.68577 -0.12431  -0.160
21 Cl 3.71240 -2.25169 -1.53926  0.597
22 H -0.07749 4.53003 0.78463  0.069
23 H -1.78261 3.82702 1.27086  0.061
24 H -0.23207 3.04045 1.99710  0.084
25 H -1.58967 2.53896 -0.81053  0.098
26 H -0.77496 1.35110 0.39644  0.088
27 H 0.27215 2.55615 -2.20738  0.166
28 H 4.28056 1.80615 0.10102  0.108
29 H 4.57427 -0.04459 0.00886  0.113
30 H 3.69930 0.31150 -2.75579  0.105
31 H 6.05887 -0.29825 -2.17635  0.064
32 H 6.40781 1.46852 -1.36585  0.060
33 H 6.15489 1.25190 -3.24695  0.091
34 H 4.24966 3.13016 -1.70281  0.069
35 H 1.28153 -3.81728 1.02723  0.083
36 H 2.35591 -4.52153 -0.35081  0.060
37 H 0.62317 -3.89127 -0.81777  0.079
38 O -2.82485 -2.72897 1.55316  -0.081
39 H -1.89767 -2.47345 1.67142  -0.038
40 H -3.18576 -2.72327 2.45244  0.000
41 O -5.73269 -2.39174 1.99987  -0.047
42 H -5.64594 -1.48193 2.32183  0.069
43 H -4.85179 -2.60339 1.65607  0.020
44 O 5.86902 1.03683 1.56947  -0.061
45 H 6.79621 1.29235 1.68772  0.047
46 H 5.50811 1.04253 2.46875  0.066
47 O 0.17131 -0.46058 -7.37276  -0.060
48 H 0.46226 -0.52157 -6.45049  0.013
49 H 0.45780 0.42241 -7.65068  0.055
50 O -6.32556 -3.85891 4.46488  -0.076
51 H -6.85848 -4.50490 3.97740  0.039
52 H -6.04169 -3.22914 3.78532  -0.013
53 O -2.53777 -0.62824 -5.99297  -0.080
54 H -2.88653 0.26904 -6.10347  -0.019
55 H -1.65630 -0.58774 -6.39341  -0.010
56 O -3.19047 -2.81657 4.67057  -0.055
57 H -3.00265 -2.35106 5.49941  0.028
58 H -3.78930 -3.53139 4.93407  0.034
59 O 0.91949 -5.98835 -2.16238  -0.062
60 H -0.04124 -5.88987 -2.08325  0.056
61 H 1.03293 -6.56700 -2.93133  0.059
62 O -3.23668 2.05878 2.44131  -0.088
63 H -3.29164 2.09672 3.40800  0.024
64 H -2.79662 1.21367 2.26486  0.048
65 O 5.87383 3.66537 -0.74901  -0.053
66 H 6.56975 4.30245 -0.52816  0.061
67 H 5.99083 2.95622 -0.09907  0.015
68 O -3.51801 2.12353 -6.26549  -0.051
69 H -4.01763 2.39242 -7.05101  0.057
70 H -3.07621 2.93708 -5.97925  0.060
71 O -5.43140 1.32061 0.51534  -0.069
72 H -4.59607 1.54762 0.95083  -0.008
73 H -5.16371 1.03999 -0.37268  0.022
74 O 2.21552 6.48128 0.74505  -0.071
75 H 2.46787 6.13709 1.61499  0.045
76 H 2.20965 5.69713 0.17577  0.016
77 O 2.46026 7.65720 -2.42968  -0.073
78 H 2.40530 7.69514 -1.46299  0.014
79 H 2.90032 6.81210 -2.60613  0.035
80 O 1.72938 -7.18723 0.57575  -0.065
81 H 1.22977 -6.91834 -0.20976  0.010
82 H 2.17119 -6.37368 0.86199  0.031
83 O -1.63479 0.87240 4.16684  -0.067
84 H -1.54803 1.78222 4.48880  0.021
85 H -0.75388 0.66076 3.82304  0.045
86 O -1.22930 -1.84256 7.23551  -0.062
87 H -1.14255 -0.93274 7.55747  0.042
88 H -0.34839 -2.05420 6.89171  0.048
89 O -2.41577 3.77390 4.16687  -0.067
90 H -2.91538 4.04279 3.38135  0.042
91 H -1.97396 4.58745 4.45311  0.064
92 O 2.89210 -9.88586 -0.44324  -0.081
93 H 2.83517 -8.94649 -0.21239  -0.001
94 H 2.55131 -10.34083 0.34152  0.034
95 O -2.91233 1.59145 -2.54752  -0.061
96 H -3.87305 1.68993 -2.46839  0.036
97 H -2.79889 1.01279 -3.31647  0.033
98 O -8.96421 -3.09428 1.18136  -0.072
99 H -8.12889 -2.86726 1.61684  0.006
100 H -8.69652 -3.37490 0.29333  0.037

The calculation puts the highest occupied orbital energy at -5.068 eV. The value obtained for the relative energy (zero: lowest compared OMol25 entry of this formula, charge and spin) is 10.6425 eV. As for the gap between HOMO and LUMO: 6.089 eV. As for the total charge: -1.

2.
Computed, not measured: a molecular structure, C12H5F5O4PtS, with wB97M-V/def2-TZVPD.

Last column: natural (NBO) charge in e.
Positions of all 28 atoms, in Å:
1 O 3.81289 -2.24242 0.19496  -0.423
2 C 3.25808 -1.14058 -0.06429  0.497
3 C 4.09309 0.11174 -0.54333  -0.272
4 C 3.57969 1.42230 -0.20098  -0.006
5 C 2.24142 1.62584 0.66889  0.486
6 O 2.09443 2.61198 1.40903  -0.346
7 C 1.15974 0.44618 0.54116  -0.051
8 C -0.34384 0.64764 0.81071  -0.154
9 C -1.27088 -0.59421 0.68053  -0.102
10 S -3.08682 -0.34498 1.06833  1.921
11 O -3.14610 0.10519 2.51870  -0.770
12 O -3.83079 -1.64309 0.91367  -0.790
13 C -3.70068 1.03198 -0.03399  0.423
14 F -3.12538 2.23767 0.43334  -0.288
15 F -5.09875 1.16989 0.05847  -0.243
16 C -3.26136 0.72794 -1.54985  0.916
17 F -3.38042 -0.63956 -1.86528  -0.290
18 F -1.94444 1.18314 -1.85720  -0.315
19 F -4.12618 1.49675 -2.38015  -0.278
20 C -0.80476 -2.03714 0.25240  -0.110
21 C 0.70159 -2.24283 -0.01842  -0.142
22 C 1.66836 -1.01600 0.14851  0.059
23 H 5.07275 -0.04758 -1.14850  0.163
24 H 4.17482 2.32972 -0.54853  0.296
25 H -0.69447 1.70725 1.09342  0.324
26 H -1.53204 -2.91723 0.14392  0.327
27 H 1.16800 -3.25066 -0.31814  0.305
28 Pt 6.32204 -0.73891 -0.40738  0.860

The calculation puts the highest occupied orbital energy at -16.637 eV. As for the gap between HOMO and LUMO: 3.042 eV. As for the total charge: +2.

3.
Computed, not measured: a molecular structure, C12H6N4PtSSe4, with wB97M-V/def2-TZVPD.

Last column: natural (NBO) charge in e.
Positions of all 28 atoms, in Å:
1 Pt 1.78738 1.78734 -0.03158  0.519
2 Se 4.18173 1.59925 -0.01909  -0.358
3 Se 5.30928 3.60720 0.04817  -0.047
4 Se 3.60737 5.30918 0.04742  -0.047
5 Se 1.59934 4.18169 -0.01938  -0.358
6 S -3.55253 -3.55244 0.01816  0.944
7 N -3.68946 -1.94565 0.01318  -0.611
8 C -2.45991 -1.45735 0.00582  0.173
9 C -2.10995 -0.04936 -0.00039  -0.134
10 C -3.05298 0.97672 0.00203  -0.111
11 C -2.60490 2.27795 -0.00276  -0.233
12 C -1.23634 2.52966 -0.01045  0.086
13 N -0.32760 1.56110 -0.01407  -0.456
14 C -0.75404 0.28029 -0.00851  0.240
15 C 0.28028 -0.75404 -0.00856  0.240
16 N 1.56110 -0.32763 -0.01422  -0.456
17 C 2.52964 -1.23639 -0.01062  0.086
18 C 2.27788 -2.60495 -0.00282  -0.233
19 C 0.97664 -3.05300 0.00202  -0.111
20 C -0.04941 -2.10994 -0.00043  -0.134
21 C -1.45741 -2.45989 0.00585  0.173
22 N -1.94575 -3.68942 0.01325  -0.611
23 H -4.10626 0.73261 0.00838  0.243
24 H -3.29236 3.11104 -0.00069  0.239
25 H -0.85908 3.54389 -0.01412  0.238
26 H 3.54387 -0.85915 -0.01432  0.238
27 H 3.11095 -3.29244 -0.00073  0.239
28 H 0.73251 -4.10628 0.00847  0.243

The calculation puts the highest occupied orbital energy at -6.070 eV. The value obtained for the relative energy (zero: lowest compared OMol25 entry of this formula, charge and spin) is 0.0799 eV. As for the gap between HOMO and LUMO: 4.604 eV.